# C34H27N6O4RuS

A molecular structure, C34H27N6O4RuS (wB97M-V/def2-TZVPD, the Open Molecules 2025 dataset).

```
73
Properties=species:S:1:pos:R:3:forces:R:3:mulliken_spin:R:1
Ru -0.21286 -0.29323 -0.38705 0.422 -0.142 -0.243 0.85
O 0.71836 -4.31432 -0.16282 0.016 -0.044 0.013 0.01
C 0.30609 -3.19092 -0.42046 -0.031 0.100 0.000 0.01
N 0.23600 -2.11557 0.39018 -0.015 0.141 0.154 0.02
C 0.46574 -2.17440 1.77751 -0.047 -0.094 0.005 0.01
C 0.55185 -3.36525 2.50002 0.016 0.037 -0.059 0.01
C 0.64855 -3.33137 3.88104 0.001 -0.003 0.022 0.00
C 0.63834 -2.11450 4.53917 0.000 0.002 0.023 0.00
C 0.56238 -0.92599 3.82852 0.022 0.012 -0.068 0.00
C 0.50074 -0.93059 2.42985 -0.039 0.043 0.025 0.00
N 0.40963 0.22140 1.59543 -0.075 0.011 0.025 -0.03
C 0.75876 1.41503 2.12456 -0.035 -0.035 -0.011 0.02
O 1.16816 1.63790 3.26400 0.039 -0.006 0.005 0.01
C 0.64450 2.61854 1.22749 -0.071 0.012 -0.045 -0.01
C 0.77111 3.88999 1.78155 -0.034 -0.018 0.015 0.01
C 0.66569 4.98257 0.94419 -0.002 0.027 0.018 0.00
C 0.44288 4.77395 -0.41107 0.004 -0.005 -0.049 0.00
C 0.33931 3.47336 -0.86882 0.044 -0.064 0.045 0.01
N 0.44447 2.41600 -0.06324 0.006 0.068 0.115 0.02
C -0.25980 -2.90168 -1.77880 -0.011 -0.026 -0.001 -0.01
C -0.35818 -3.90915 -2.71865 0.004 -0.008 0.011 0.00
C -0.91261 -3.61615 -3.94951 -0.009 -0.003 -0.021 0.00
C -1.34946 -2.32308 -4.18907 0.008 -0.004 0.019 0.00
C -1.20816 -1.36816 -3.19937 0.002 0.032 -0.025 0.00
N -0.67519 -1.65232 -2.00841 -0.050 0.066 0.042 0.02
H 0.54116 -4.30206 1.96955 -0.001 -0.006 0.008 0.00
H 0.71704 -4.25897 4.43537 0.003 0.004 -0.005 0.00
H 0.69123 -2.07607 5.62021 0.000 0.001 -0.007 0.00
H 0.55780 0.00870 4.35633 0.010 0.011 0.010 0.00
H 0.94207 3.97797 2.84403 0.016 -0.004 -0.002 0.00
H 0.75366 5.98712 1.33813 -0.004 -0.002 -0.002 0.00
H 0.35287 5.60161 -1.10137 -0.010 -0.002 0.000 0.00
H 0.16975 3.25053 -1.91453 0.006 0.024 0.003 0.00
H 0.01148 -4.88761 -2.44785 -0.001 0.003 -0.007 0.00
H -1.00258 -4.37877 -4.71201 0.001 -0.003 0.006 0.00
H -1.79191 -2.04065 -5.13372 -0.001 -0.003 -0.003 0.00
H -1.51008 -0.34594 -3.36000 0.019 0.000 0.034 0.00
O -0.90858 1.03826 -1.83455 -0.094 -0.115 0.179 0.06
C -2.06796 1.63471 -1.93261 -0.027 0.015 -0.002 0.00
C -2.22892 2.57013 -2.98201 0.010 -0.033 0.033 0.01
C -3.39660 3.27066 -3.16674 -0.031 -0.008 0.019 0.00
C -4.47934 3.06956 -2.30863 0.030 0.016 -0.030 0.00
C -4.35763 2.14137 -1.29998 0.017 -0.012 0.015 0.00
C -3.18403 1.40046 -1.09539 0.041 -0.021 -0.061 -0.01
C -3.15620 0.37417 -0.05607 0.012 0.113 0.080 -0.01
N -2.12726 -0.34650 0.36741 -0.374 -0.046 -0.094 0.00
C -2.58419 -1.18215 1.36678 0.083 -0.031 0.010 0.00
C -3.90426 -0.96154 1.55543 -0.036 -0.005 -0.009 0.00
N -4.25202 0.01627 0.65342 -0.024 -0.022 0.047 0.00
H -1.38194 2.71253 -3.64302 -0.013 0.011 0.000 0.00
H -3.47220 3.98174 -3.98035 -0.003 -0.005 0.008 0.00
H -5.39823 3.62538 -2.43252 0.007 -0.002 -0.001 0.00
H -5.20886 2.00030 -0.64460 0.004 -0.012 0.015 0.00
H -1.93137 -1.86554 1.88063 -0.020 0.020 -0.020 0.00
H -4.61152 -1.40288 2.23377 0.005 0.013 -0.011 0.00
H -5.17205 0.39311 0.52675 -0.016 0.012 -0.014 0.00
C 2.53604 1.11108 -1.96375 0.146 -0.025 0.063 0.00
S 1.95719 -0.38092 -1.18142 0.071 0.071 -0.292 0.00
O 2.20800 -1.47367 -2.14155 0.072 0.020 0.150 0.00
C 3.08847 -0.57023 0.18373 -0.053 -0.049 -0.078 0.00
C 3.43018 -1.87549 0.50332 0.061 0.018 0.006 0.00
C 4.19341 -2.10753 1.63819 -0.001 -0.011 0.012 0.00
C 4.59132 -1.04847 2.44061 -0.005 -0.008 -0.012 0.00
C 4.24165 0.25372 2.10766 0.003 -0.012 0.002 0.00
C 3.48755 0.49898 0.97285 -0.034 0.105 -0.026 0.00
H 3.55104 0.91078 -2.30461 -0.034 0.007 -0.021 0.00
H 2.49466 1.94646 -1.27297 0.025 -0.028 -0.039 0.00
H 1.86450 1.28593 -2.80191 -0.041 -0.011 0.008 0.00
H 3.09414 -2.69315 -0.12068 0.002 -0.008 -0.009 0.00
H 4.45727 -3.12292 1.90252 -0.002 0.004 0.004 0.00
H 5.16935 -1.23680 3.33607 -0.007 -0.003 -0.005 0.00
H 4.53464 1.07935 2.74187 -0.002 -0.003 -0.001 0.00
H 3.19497 1.51496 0.73197 0.025 -0.080 0.026 0.00
```
Positions in Å, forces in eV/Å.

LUMO (alpha / beta): 0.0111 / -0.0150 Ha
Multiplicity: 2
Charge: 0
ΔE to the lowest compared entry with this formula, charge and spin: 27.61 kJ/mol
Calculated total energy: -2434.523925 hartree
Molecular weight: 716.765 g/mol
Max |F|: 0.51 eV Å⁻¹
HOMO-LUMO gap (alpha / beta): 7.41 / 6.74 eV